{"formula": "C14H38F2N2O10S2", "method": "ωB97M-V with the def2-TZVPD basis set", "total_energy_ha": -2414.136467, "fmax_ev_per_a": 2.7, "homo_lumo_gap_ev": 9.54, "symbols": ["O", "C", "F", "N", "C", "O", "N", "S", "S", "O", "O", "F", "H", "H", "C", "C", "O", "H", "H", "H", "H", "H", "H", "C", "C", "O", "H", "H", "H", "H", "H", "H", "C", "C", "O", "H", "H", "H", "H", "H", "H", "C", "C", "O", "H", "H", "H", "H", "H", "H", "C", "C", "O", "H", "H", "H", "H", "H", "H", "C", "C", "O", "H", "H", "H", "H", "H", "H"], "positions_angstrom": [[-2.02515, 2.28638, -0.99978], [-2.21889, 1.11431, -1.08346], [-3.02272, 0.61532, -1.99013], [-1.63077, 0.19219, -0.20708], [-2.06973, -1.16497, -0.37770], [-3.15096, -1.55173, -0.07977], [-1.09840, -2.12952, -0.88491], [-0.07790, -2.78423, 0.33865], [-0.25143, -1.57540, -2.21234], [0.88984, -0.80392, -1.90517], [-1.10349, -0.94734, -3.14805], [0.23708, -2.89903, -2.92665], [-1.93570, 0.46761, 0.72161], [0.45093, -1.66915, 0.89352], [-0.33863, 2.96575, 3.85417], [0.38019, 2.55017, 2.58433], [-0.52372, 1.93417, 1.65725], [-0.80697, 2.10014, 4.32472], [0.35504, 3.42057, 4.56375], [-1.13013, 3.68616, 3.63200], [1.15479, 1.81900, 2.80718], [0.85000, 3.40697, 2.10605], [-1.19934, 2.58512, 1.43980], [-1.98803, -5.23022, -5.07101], [-1.91804, -6.21277, -3.91762], [-1.31281, -5.61051, -2.77508], [-0.98921, -4.87907, -5.33017], [-2.43887, -5.68523, -5.95420], [-2.57877, -4.35375, -4.79392], [-1.30995, -7.07599, -4.18242], [-2.91946, -6.56777, -3.65217], [-1.85285, -4.85391, -2.53199], [2.31225, -4.73064, -5.65862], [2.94678, -5.57835, -4.56927], [3.24439, -4.79142, -3.42124], [2.97450, -3.91318, -5.94399], [2.08963, -5.32647, -6.54574], [1.38438, -4.28280, -5.29548], [3.88479, -6.01103, -4.91325], [2.27587, -6.39549, -4.28143], [2.41628, -4.40832, -3.11487], [5.18843, 2.57550, 2.56684], [4.34859, 3.30026, 1.53101], [3.19611, 3.90399, 2.11697], [4.59581, 1.80876, 3.06674], [6.05717, 2.10272, 2.10713], [5.53913, 3.26972, 3.33426], [3.98503, 2.60352, 0.77796], [4.94265, 4.06920, 1.02665], [3.49857, 4.53456, 2.77582], [0.34684, 0.17201, 8.04472], [0.08412, 0.79839, 6.68751], [-0.65221, -0.07968, 5.83733], [0.89832, -0.76136, 7.93137], [0.92208, 0.84427, 8.68273], [-0.59281, -0.06295, 8.54990], [1.02297, 1.01641, 6.18115], [-0.46872, 1.73716, 6.79832], [-1.48977, -0.26962, 6.26748], [-4.10222, 5.33730, -1.92792], [-2.85497, 6.18278, -1.74268], [-2.00059, 5.64605, -0.73747], [-4.65340, 5.26527, -0.98982], [-4.75775, 5.76526, -2.68837], [-3.83669, 4.32221, -2.22985], [-3.11938, 7.18972, -1.42340], [-2.30187, 6.25729, -2.68538], [-1.75024, 4.75961, -1.01450]], "lowdin_charge": [0.166, -0.529, 0.172, 0.178, -0.533, 0.195, -0.512, 0.873, 0.528, -0.232, -0.216, -0.142, 0.144, -0.094, -0.082, -0.290, -0.102, 0.055, 0.076, 0.077, 0.111, 0.095, 0.071, -0.083, -0.313, -0.094, 0.057, 0.075, 0.076, 0.110, 0.109, 0.065, -0.088, -0.317, -0.080, 0.077, 0.074, 0.050, 0.110, 0.107, 0.061, -0.093, -0.310, -0.094, 0.072, 0.074, 0.071, 0.113, 0.108, 0.083, -0.092, -0.338, -0.089, 0.076, 0.074, 0.073, 0.110, 0.105, 0.080, -0.093, -0.323, -0.088, 0.075, 0.072, 0.063, 0.108, 0.108, 0.052]}

=====

{"formula": "C30H32CoIN3O2PS2SbSe", "method": "ωB97M-V with the def2-TZVPD basis set", "total_energy_ha": -6936.809848, "fmax_ev_per_a": 0.8, "e_above_lowest_ev": 0.000, "charge": 1, "homo_lumo_gap_ev": [5.70, 5.69], "symbols": ["Co", "C", "C", "Sb", "C", "C", "C", "C", "H", "H", "H", "H", "H", "H", "H", "H", "H", "H", "H", "H", "H", "H", "H", "S", "P", "S", "C", "C", "C", "C", "C", "C", "C", "C", "C", "C", "C", "C", "H", "H", "H", "H", "H", "H", "H", "H", "H", "H", "Se", "N", "C", "C", "C", "C", "N", "C", "N", "H", "H", "H", "I", "C", "C", "C", "C", "C", "C", "C", "O", "O", "H", "H", "H", "H"], "positions_angstrom": [[-0.82593, -0.27543, -0.03680], [-2.89220, -1.97054, 3.30896], [-2.34121, -0.55041, 3.32543], [-0.41093, -0.31377, 2.41776], [0.16987, 1.58938, 3.19561], [-0.66278, 2.07949, 4.37011], [0.61304, -1.90245, 3.39145], [0.55819, -1.74565, 4.90634], [-3.86187, -2.01365, 3.80706], [-2.23068, -2.66238, 3.83271], [-3.02452, -2.35335, 2.29719], [-2.19356, -0.21319, 4.35364], [-3.02677, 0.16174, 2.86426], [0.12512, 2.25680, 2.33476], [1.22303, 1.49160, 3.45414], [-1.71758, 2.18966, 4.11634], [-0.30132, 3.06007, 4.68268], [-0.59266, 1.41585, 5.23318], [1.63380, -1.88267, 3.01830], [0.15316, -2.83076, 3.04873], [1.11836, -0.86853, 5.23365], [1.00531, -2.61634, 5.38744], [-0.46256, -1.65505, 5.28375], [2.79471, 0.19151, 1.58491], [2.60507, -0.49694, -0.25393], [0.85831, -1.57560, -0.57558], [2.73772, 0.81122, -1.49375], [2.08750, 0.73161, -2.71943], [2.23695, 1.74590, -3.65234], [3.03990, 2.83900, -3.36332], [3.70254, 2.91221, -2.14629], [3.55505, 1.90171, -1.21024], [3.89105, -1.69830, -0.67522], [3.81753, -2.38938, -1.88434], [4.82617, -3.26683, -2.24110], [5.91454, -3.45261, -1.39747], [5.99102, -2.76259, -0.19777], [4.97981, -1.88451, 0.16736], [1.47480, -0.13018, -2.95331], [1.72378, 1.68217, -4.60311], [3.14919, 3.63573, -4.08680], [4.32829, 3.76474, -1.91996], [4.05318, 1.97180, -0.25193], [2.97594, -2.24011, -2.55063], [4.76718, -3.80295, -3.17892], [6.70474, -4.13556, -1.67986], [6.83919, -2.90558, 0.45814], [5.03071, -1.34646, 1.10455], [-2.82031, -3.26044, -0.96197], [-4.35597, -2.51629, -1.40081], [-4.35507, -1.27073, -0.96839], [-5.33393, -0.25589, -1.19308], [-5.01842, 0.99768, -0.78325], [-3.75855, 1.28514, -0.16551], [-2.86653, 0.37793, 0.13521], [-3.17941, -0.89137, -0.25599], [-2.23195, -1.79686, -0.11974], [-6.25951, -0.48835, -1.70088], [-5.69458, 1.82411, -0.95015], [-3.51146, 2.31211, 0.07580], [-4.91582, 0.69240, -4.88685], [-3.27844, 1.21923, -3.71325], [-3.13796, 2.52705, -3.26060], [-2.08139, 2.85545, -2.42393], [-1.17985, 1.88172, -2.01045], [-1.29574, 0.59631, -2.52777], [-2.34048, 0.25498, -3.37545], [-0.16750, 2.24993, -0.94999], [0.30987, 3.35743, -0.90946], [0.09879, 1.31290, -0.06396], [-3.85438, 3.28271, -3.55334], [-1.95587, 3.86625, -2.05724], [-0.53964, -0.15648, -2.30731], [-2.41604, -0.74736, -3.77804]], "lowdin_charge": [-0.007, -0.166, -0.398, 1.559, -0.390, -0.171, -0.401, -0.160, 0.080, 0.064, 0.038, 0.047, 0.045, 0.051, 0.021, 0.066, 0.082, 0.067, 0.011, 0.058, 0.075, 0.082, 0.060, 0.324, 0.241, 0.450, -0.378, -0.120, -0.066, -0.063, -0.057, -0.082, -0.385, -0.104, -0.071, -0.070, -0.068, -0.096, 0.074, 0.110, 0.110, 0.112, 0.086, 0.090, 0.108, 0.109, 0.109, 0.068, 1.244, -0.179, -0.361, 0.017, -0.014, -0.049, 0.094, -0.467, -0.282, 0.126, 0.126, 0.140, 0.937, -0.736, -0.128, -0.008, -0.139, -0.073, -0.133, -0.557, 0.119, -0.219, 0.104, 0.133, 0.054, 0.104]}